#P
# C2H10N3

A 2-piece molecular cluster, C2H10N3 overall (ωB97M-V/def2-TZVPD, the OMol25 dataset).

Summary:
Charge: +1
Frontier orbital gap: 9.84 eV

Last column: Mulliken charge in e.
Element x y z (Å)
N1 0.7188 0.8215 -1.5884  -0.592
N2 -1.6311 -1.4854 1.5658  -0.300
N3 0.4197 -1.3341 0.5991  -0.258
C1 0.4080 2.1771 -1.0824  -0.698
C2 -0.3500 -1.7620 1.5687  0.226
H1 1.7118 0.6820 -1.5166  0.251
H2 0.0521 -0.7447 -0.1494  0.223
H3 0.0771 -2.3248 2.3866  0.353
H4 1.2469 2.8469 -1.2766  0.301
H5 -0.4406 2.5937 -1.6273  0.305
H6 1.3336 -1.7461 0.4671  0.251
H7 0.5329 0.7890 -2.5816  0.239
H8 -2.1551 -1.8057 2.3507  0.249
H9 -2.0607 -0.8509 0.9157  0.240
H10 0.1366 2.1433 -0.0313  0.210

#Q
# C2H10N3

An isolated ion of composition C2H10N3 and charge +1 (ωB97M-V/def2-TZVPD, the OMol25 dataset).

Summary:
Charge: +1
Frontier orbital gap: 11.87 eV
Structure (SMILES): NC[NH2+]CN

Last column: Mulliken charge in e.
Element x y z (Å)
N1 0.0127 0.6443 0.2362  -0.244
N2 1.7706 -0.2873 1.5155  -0.590
N3 -1.9535 -0.2431 -0.7237  -0.579
C1 0.9480 -0.5340 0.3582  -0.462
C2 -0.8849 0.6451 -0.9902  -0.384
H1 -1.8222 -1.1617 -1.1279  0.238
H2 -2.8093 0.0877 -1.1513  0.262
H3 -0.2449 0.4439 -1.8512  0.324
H4 2.7581 -0.3978 1.3128  0.260
H5 1.5457 -0.5431 -0.5506  0.399
H6 0.5863 1.4714 0.4088  0.382
H7 1.5728 -0.9777 2.2442  0.264
H8 -1.1727 1.6882 -1.1189  0.426
H9 -0.6425 0.5920 1.0157  0.344
H10 0.3357 -1.4278 0.4223  0.361

Which structure is the most stable? The one labeled #P.

#P
# C5H6N2S

The molecule C5H6N2S (ωB97M-V/def2-TZVPD, the OMol25 dataset).

Summary:
Charge: 0
Frontier orbital gap: 9.63 eV
Structure (SMILES): C=Cn1cncc1S

Last column: Mulliken charge in e.
Element x y z (Å)
S1 -2.4375 -1.1037 -0.1269  -0.278
N1 0.0720 0.1157 -0.1735  0.142
N2 -0.3783 2.3022 -0.0653  -0.617
C1 0.7975 -1.0781 -0.2812  0.194
C2 2.0734 -1.2100 0.0988  -0.862
C3 -1.5528 1.5906 -0.0154  -0.286
C4 -1.3101 0.2381 -0.0805  -0.003
C5 0.5531 1.3838 -0.1644  -0.005
H1 2.6258 -0.3756 0.5519  0.225
H2 2.5447 -2.1409 -0.0607  0.280
H3 -2.5061 2.0845 0.0664  0.416
H4 -2.3343 -1.4910 1.1743  0.154
H5 0.2440 -1.9076 -0.6917  0.330
H6 1.6085 1.5919 -0.2318  0.311

#Q
# C5H6N2S

The molecule C5H6N2S (ωB97M-V/def2-TZVPD, the OMol25 dataset).

Summary:
Charge: 0
Frontier orbital gap: 8.33 eV
Structure (SMILES): [H]/N=c1\sccn1C=C

Last column: Mulliken charge in e.
Element x y z (Å)
S1 2.6903 0.3256 0.0327  -0.121
N1 -0.0044 0.1413 0.3478  -0.206
N2 1.0934 -2.1139 0.0350  -0.476
C1 1.6245 1.7418 -0.0285  -0.602
C2 1.4346 -0.9271 0.0710  0.410
C3 -1.1693 -0.5364 0.1903  0.164
C4 -2.3385 -0.1828 -0.3117  -0.887
C5 0.3095 1.4118 0.1270  -0.197
H1 1.5208 -2.9946 -0.0526  0.219
H2 -1.0473 -1.4332 0.7196  0.338
H3 2.0535 2.6564 -0.0482  0.476
H4 -0.5704 2.0255 0.1939  0.385
H5 -2.2888 0.6895 -0.9043  0.263
H6 -3.3077 -0.8040 -0.3720  0.235

#R
# C5H6N2S

The molecule C5H6N2S (ωB97M-V/def2-TZVPD, the OMol25 dataset).

Summary:
Charge: 0
Frontier orbital gap: 7.39 eV
Structure (SMILES): NC1=C/C(=C/S)N=C1

Last column: Mulliken charge in e.
Element x y z (Å)
S1 -1.7801 2.1283 -0.9581  -0.189
N1 -0.8195 -0.6762 0.0025  -0.548
N2 2.1308 -2.4517 1.0595  -0.530
C1 1.4377 -0.1139 0.3589  -1.100
C2 1.2307 -1.4676 0.6590  0.689
C3 -0.1809 -1.7286 0.4209  -0.569
C4 0.1596 0.3502 -0.0684  0.630
C5 -0.2079 1.6182 -0.4835  -0.116
H1 3.0734 -2.1442 1.3087  0.233
H2 1.7895 -3.1106 1.7412  0.235
H3 2.2948 0.5192 0.2425  0.352
H4 -0.6685 -2.6569 0.6424  0.414
H5 -2.3674 0.9121 -0.7748  0.209
H6 0.5461 2.3726 -0.5854  0.288

#S
# C5H6N2S

The molecule C5H6N2S (ωB97M-V/def2-TZVPD, the OMol25 dataset).

Summary:
Charge: 0
Frontier orbital gap (alpha / beta): 7.50 / 7.50 eV

Last column: Mulliken charge in e.
Element x y z (Å)
S1 1.9209 -2.4117 -0.1247  -0.320
N1 1.0575 -0.0500 0.2276  -0.282
N2 2.0460 2.0716 0.4163  -0.582
C1 2.0683 0.7643 0.4679  0.202
C2 0.7127 -1.3577 0.0695  0.460
C3 -0.6308 -1.8597 0.1155  -1.266
C4 0.7861 2.4848 0.1397  -0.130
C5 -0.2270 1.7631 -0.1732  -0.037
H1 -1.1492 1.1375 -0.1611  0.291
H2 3.0262 0.3926 0.8458  0.354
H3 -0.6308 -2.6671 0.8000  0.353
H4 -0.9467 -2.1554 -0.8320  0.335
H5 -1.3393 -1.1933 0.4612  0.327
H6 0.4738 3.5493 0.2992  0.295

Which structure is the most stable? The one labeled #P.

#P
# C3H10O3S

A 3-piece molecular cluster, C3H10O3S overall (ωB97M-V/def2-TZVPD, the OMol25 dataset).

Summary:
Charge: -2
Frontier orbital gap: 5.56 eV

Last column: Mulliken charge in e.
Element x y z (Å)
S1 -1.6847 -2.4761 0.8487  -0.881
O1 3.7469 1.1055 -0.9406  -0.714
O2 -2.1670 2.3469 -1.0558  -0.729
O3 1.0741 1.6374 -0.7621  -1.007
C1 -0.1567 -0.3029 -0.1217  -0.081
C2 -0.0994 -1.5439 0.9130  -0.586
C3 0.5626 0.9769 0.4470  -0.501
H1 1.4695 0.6538 1.1339  0.181
H2 -2.6448 1.6556 -0.5356  0.334
H3 -0.1780 1.5955 1.0191  0.220
H4 -1.1943 -0.0376 -0.4256  0.127
H5 3.7530 0.6686 -0.0635  0.267
H6 2.8274 1.4668 -0.9141  0.441
H7 -1.2462 2.1734 -0.9279  0.371
H8 0.5079 -0.4547 -0.9278  0.119
H9 -0.0795 -1.2482 1.9122  0.198
H10 0.6701 -2.3546 0.7884  0.240

#Q
# C3H10O3S

C3H10O3S as an isolated structure (ωB97M-V/def2-TZVPD, the OMol25 dataset).

Summary:
Charge: -2
Frontier orbital gap: 5.88 eV

Last column: Mulliken charge in e.
Element x y z (Å)
S1 3.8247 0.1326 -0.5362  -0.714
O1 -0.3162 -2.7328 0.2507  -0.755
O2 -3.4489 0.9087 0.2054  -0.935
O3 -1.1183 1.8166 0.1507  -0.707
C1 -0.4343 0.6023 0.0868  -0.356
C2 1.0726 0.8806 -0.0317  -0.207
C3 2.0520 -0.2449 -0.2408  -0.956
H1 1.5937 -0.7701 -1.0894  0.297
H2 1.3039 1.5247 -0.9064  0.223
H3 -0.8452 -0.0645 -0.7302  0.227
H4 -0.6002 0.0015 1.0127  0.098
H5 -1.0662 -2.1698 0.4740  0.331
H6 -3.2785 0.3253 -0.5463  0.211
H7 0.4075 -2.0902 0.2681  0.321
H8 1.9456 -1.0473 0.5225  0.243
H9 1.1912 1.5405 0.8389  0.237
H10 -2.2832 1.3867 0.2710  0.443

Which structure is the most stable? The one labeled #Q.

#P
# C6H17N3

A 2-piece molecular cluster, C6H17N3 overall (ωB97M-V/def2-TZVPD, the OMol25 dataset).

Summary:
Charge: 0
Frontier orbital gap (alpha / beta): 8.28 / 8.28 eV

Last column: Mulliken charge in e.
Element x y z (Å)
N1 0.3069 2.2040 0.1414  0.285
N2 0.7537 1.0164 -0.2520  -0.468
N3 -0.5150 -0.3499 0.4869  -0.666
C1 0.1334 -1.5718 -1.6463  -1.683
C2 -0.5684 2.8171 -0.8269  -0.820
C3 -0.0049 -1.6304 -0.1463  2.011
C4 1.2894 -1.9433 0.6022  -1.670
C5 0.1981 2.7494 1.4868  -0.885
C6 -1.0439 -2.5985 0.2008  -1.860
H1 1.0449 -2.6987 1.2868  0.455
H2 -1.5606 2.3511 -0.9202  0.246
H3 -0.2073 2.8109 -1.8133  0.314
H4 0.8021 -0.7870 -1.9970  0.369
H5 -0.8040 2.9924 1.8022  0.345
H6 -0.5389 -3.5816 0.2317  0.443
H7 -1.4591 -2.5365 1.2483  0.411
H8 0.4943 3.8857 1.3708  0.317
H9 2.0559 -2.2650 -0.1060  0.299
H10 -2.0088 -2.5895 -0.3987  0.325
H11 -0.6178 3.9108 -0.5551  0.305
H12 -1.4561 -0.1259 0.1210  0.248
H13 -0.8162 -1.1957 -1.9864  0.392
H14 0.4462 -2.5893 -1.9741  0.401
H15 0.8753 2.1949 2.1905  0.270
H16 1.4596 0.6580 0.3493  0.239
H17 1.7410 -1.1277 1.1038  0.380

#Q
# C6H17N3

A 2-piece molecular cluster, C6H17N3 overall (ωB97M-V/def2-TZVPD, the OMol25 dataset).

Summary:
Charge: 0
Frontier orbital gap: 9.86 eV
Structure (SMILES): C[C@H](N)CN.CC(C)=N

Last column: Mulliken charge in e.
Element x y z (Å)
N1 -2.1111 0.2877 0.5466  -0.743
N2 1.6810 -1.0912 0.6657  -0.548
N3 1.7050 1.5720 1.4238  -0.800
C1 -2.1486 -0.9022 -1.5030  -1.408
C2 -1.9887 -0.8330 -0.0177  1.078
C3 -1.6953 -2.1277 0.6918  -1.252
C4 0.9903 1.2410 0.1913  1.233
C5 1.1968 2.3610 -0.8231  -1.681
C6 1.5409 -0.0795 -0.3747  -0.711
H1 2.4990 0.1326 -0.8763  0.485
H2 0.8415 -0.4559 -1.1209  0.183
H3 -2.2635 0.0918 -1.9128  0.331
H4 -2.0085 0.2625 1.5615  0.192
H5 2.3944 -0.7861 1.3279  0.242
H6 -2.5092 -2.3649 1.3851  0.354
H7 -1.5738 -2.9495 -0.0106  0.306
H8 2.0061 -1.9603 0.2533  0.201
H9 -0.0906 1.1224 0.3617  -0.244
H10 1.4064 0.9491 2.1649  0.228
H11 -0.7691 -2.0159 1.2696  0.333
H12 2.2596 2.5493 -0.9567  0.433
H13 -3.0269 -1.4948 -1.7459  0.408
H14 1.4637 2.5132 1.7083  0.275
H15 0.7219 3.2765 -0.4779  0.416
H16 0.7604 2.0863 -1.7796  0.351
H17 -1.2818 -1.3844 -1.9523  0.339

#R
# C6H17N3

A 2-piece molecular cluster, C6H17N3 overall (ωB97M-V/def2-TZVPD, the OMol25 dataset).

Summary:
Charge: 0
Frontier orbital gap: 8.98 eV
Structure (SMILES): [H]/N=C(\C)N.CC(C)CN

Last column: Mulliken charge in e.
Element x y z (Å)
N1 1.0035 -1.6411 1.1590  -0.519
N2 -1.3837 0.0725 -0.3788  -0.303
N3 -1.3529 -0.2176 1.8715  -0.714
C1 1.0156 0.6451 -2.0038  -1.531
C2 1.7530 -0.0722 -0.8657  0.581
C3 -3.4225 0.6220 0.7691  -1.241
C4 1.2940 -1.5763 -0.2235  -1.082
C5 -1.9966 0.1266 0.8201  0.810
C6 2.1367 0.9246 0.2247  -1.279
H1 1.7981 -1.3868 1.7309  0.249
H2 -0.3665 -0.2390 -0.4260  -0.052
H3 0.2718 1.3351 -1.6113  0.417
H4 -4.0070 0.0039 0.0881  0.325
H5 0.5117 -0.0667 -2.6571  0.324
H6 2.8220 0.4819 0.9480  0.346
H7 2.6989 -0.3889 -1.3247  0.343
H8 -3.4416 1.6469 0.3985  0.300
H9 0.1701 -1.0978 1.4585  0.412
H10 -3.8859 0.6018 1.7531  0.382
H11 1.7227 1.2386 -2.5825  0.429
H12 2.1443 -2.2308 -0.4318  0.410
H13 2.6489 1.7865 -0.2029  0.436
H14 -1.9483 0.1506 -1.2068  0.186
H15 1.2482 1.2600 0.7586  0.183
H16 -1.8598 -0.0774 2.7369  0.138
H17 0.4253 -1.9016 -0.8023  0.447

Which structure is the most stable? The one labeled #Q.